Record 1
Formula: C3H9NO2S2
Source: the Open Molecules 2025 dataset
Level of theory: ωB97M-V/def2-TZVPD

Values from the calculation:
<S²>   0.75
Kohn-Sham gap (spin up / spin down)   8.27 / 5.22 eV
Total charge   +1
Multiplicity   2
Energy   -1120.92537 a.u.

Atoms and positions in Å:
N1 1.1277 -0.2094 -0.1605
C1 0.8372 -0.0147 1.2465
C2 1.1742 -1.3924 1.8376
O1 0.6499 -1.8791 2.7782
C3 -0.7081 0.0031 1.4057
S1 -1.6596 1.4755 0.9167
S2 -1.8537 2.0329 -1.0592
H1 0.3295 -0.1423 -0.7535
H2 1.7060 0.5740 -0.7561
H3 1.5743 0.7751 1.5751
H4 2.1617 -1.8894 1.2977
H5 -0.7635 0.0170 2.5454
H6 -1.0867 -0.9675 1.1217
H7 -0.7607 1.6147 -1.5171
H8 -1.3581 -0.6506 -3.7125
H9 -0.2821 0.4955 -3.5625
O2 -1.0880 0.1576 -3.2031

***

Record 2
Formula: C3H9NO3
Source: the Open Molecules 2025 dataset
Level of theory: ωB97M-V/def2-TZVPD

Values from the calculation:
Kohn-Sham gap   10.68 eV
SMILES   NC(=O)CCO.O
Energy   -400.16248 a.u.

Atoms and positions in Å:
C1 0.1911 -0.0118 0.6101
C2 -0.4397 -1.0680 1.4835
O1 -0.7308 -0.5222 2.7697
C3 -0.2087 -0.3217 -0.8200
N1 0.9627 -0.4876 -1.6010
O2 -1.2354 -0.8220 -1.2091
H1 -0.1579 1.0182 0.7468
H2 1.2624 0.0885 0.7346
H3 0.1622 -2.0274 1.4268
H4 -1.4046 -1.3813 1.0503
H5 -1.3227 -1.1395 3.2350
H6 1.0335 -1.1620 -2.3504
H7 1.8409 -0.6155 -1.1144
H8 0.0502 3.5872 -1.8731
H9 -0.2773 2.0728 -1.7076
O3 0.2743 2.7923 -1.3812

***

Record 3
Formula: C3H9NO3
Source: the Open Molecules 2025 dataset
Level of theory: ωB97M-V/def2-TZVPD

Values from the calculation:
Kohn-Sham gap   9.63 eV
SMILES   CNCC(=O)O.O
Energy   -400.17837 a.u.

Atoms and positions in Å:
C1 0.7450 2.1247 -0.6447
N1 -0.3491 1.1695 -0.9654
C2 -0.2506 -0.0291 -0.1497
C3 -1.3671 -0.9869 -0.5774
O1 -1.3442 -2.0462 0.2884
O2 -2.0216 -0.9254 -1.5646
H1 0.6132 2.9582 -1.3342
H2 0.5594 2.5236 0.3491
H3 1.7174 1.6491 -0.7819
H4 -0.2515 0.9468 -1.9477
H5 0.6303 -0.6335 -0.3896
H6 -0.4614 0.2058 0.8884
H7 -1.9282 -2.7607 -0.0142
H8 1.7887 -1.7180 2.7182
H9 0.5256 -1.4296 1.9692
O3 1.3942 -1.0481 2.1562

***

Record 4
Formula: C3H9NO3
Source: the Open Molecules 2025 dataset
Level of theory: ωB97M-V/def2-TZVPD

Values from the calculation:
Kohn-Sham gap   3.69 eV
Energy   -399.94920 a.u.

Atoms and positions in Å:
C1 -0.0212 -1.3825 0.6824
N1 -0.2711 -0.7801 -0.6371
C2 -1.5829 -0.1687 -0.9372
C3 -2.4210 0.4496 0.0421
O1 1.4334 1.8266 -0.6611
O2 -2.1978 0.6258 1.2593
H1 -0.2389 -0.6485 1.4634
H2 1.0483 -1.7738 0.7928
H3 -0.7185 -2.2426 0.9060
H4 0.4554 -0.1474 -0.8050
H5 -1.8413 -0.2480 -1.9787
H6 -3.3700 0.8264 -0.3878
H7 3.6056 0.1481 0.2093
H8 1.3940 2.6338 -0.0356
H9 2.0383 1.0265 -0.1451
O3 2.6877 -0.1452 0.2321

***

Record 5
Formula: C3H9NO3
Source: the Open Molecules 2025 dataset
Level of theory: ωB97M-V/def2-TZVPD

Values from the calculation:
Kohn-Sham gap   9.59 eV
SMILES   [O-][C@@H]1C[N@H+]1CO.O
Energy   -400.01269 a.u.

Atoms and positions in Å:
O1 0.9888 -1.4187 1.4758
C1 0.7398 -1.0042 0.3214
C2 1.5935 -0.0010 -0.5801
N1 0.5486 0.7812 0.1759
C3 -0.2128 1.8017 -1.0050
O2 -1.3674 1.9412 -0.4304
H1 -0.1931 -1.3811 -0.2649
H2 1.4665 -0.3265 -1.6999
H3 2.6141 -0.1314 -0.4543
H4 0.7801 1.1804 1.1743
H5 0.4762 2.6777 -0.8858
H6 -0.2101 1.1878 -1.8569
H7 -1.3098 1.0400 -0.0139
H8 -1.7657 -2.2571 0.5936
H9 -1.8229 -1.8170 2.0790
O3 -2.3257 -2.2729 1.3712

***

Record 6
Formula: C3H9NO3
Source: the Open Molecules 2025 dataset
Level of theory: ωB97M-V/def2-TZVPD

Values from the calculation:
Kohn-Sham gap   10.04 eV
SMILES   O=CCNCO.O
Energy   -400.13056 a.u.

Atoms and positions in Å:
O1 -0.0809 -2.3522 -0.6585
C1 -0.0063 -1.2992 -1.2148
C2 0.6643 -0.0245 -0.6275
N1 1.3474 -0.2719 0.6055
C3 1.0858 0.6616 1.6788
O2 1.0574 2.0625 1.3929
H1 -0.4229 -1.0834 -2.2209
H2 1.0695 0.4692 -1.5136
H3 -0.3356 0.4165 -0.4322
H4 2.3491 -0.2495 0.4392
H5 1.8309 0.5424 2.4412
H6 0.1664 0.3233 2.1661
H7 0.4911 2.0870 0.6119
H8 -3.6336 -0.2124 -1.5020
H9 -3.0347 0.3551 -0.2387
O3 -3.2342 0.5933 -1.1573